1.
Computed, not measured: a cluster of 2 separate species, C9H5IN2 in total at a distorted geometry, with ωB97M-V/def2-TZVPD.

Positions of all 17 atoms, in Å:
C: 0.28 -1.10 2.20
C: 0.47 -1.96 1.13
C: -0.56 1.44 1.59
C: -0.12 0.17 1.85
C: -0.34 0.63 0.48
C: -0.18 -0.21 -0.57
C: 0.27 -1.54 -0.20
C: -0.29 -0.29 -2.01
C: -0.48 0.66 -2.94
N: -0.06 -1.64 -2.34
N: 0.26 -2.32 -1.34
I: 3.24 -1.24 -0.55
H: 0.44 -1.42 3.22
H: 0.78 -2.98 1.29
H: -0.88 2.38 1.95
H: -0.46 0.40 -3.99
H: -0.60 1.70 -2.68

As for the relative energy (zero: lowest compared OMol25 entry of this formula, charge and spin): 19.7 kcal/mol. The charge is 0. For the HOMO-LUMO gap (alpha / beta), the calculation gives 0.2560 / 0.1828 hartree. For the highest occupied orbital energy (alpha / beta), the calculation gives -8.76 / -7.30 eV.



2.
Computed, not measured: an isolated molecule of C4H5N3 at a distorted geometry, with ωB97M-V/def2-TZVPD.

Positions of all 12 atoms, in Å:
N: 1.57 -0.72 1.93
C: 0.57 -0.19 1.68
C: 0.38 0.21 -1.21
C: -0.63 -0.83 -0.68
N: -1.42 -0.14 0.31
C: -0.75 0.32 1.29
N: 0.59 1.25 -0.53
H: 0.92 -0.05 -2.13
H: -1.28 -1.21 -1.48
H: -0.04 -1.68 -0.30
H: -1.16 1.13 1.89
H: 1.33 1.85 -0.86

The structure (SMILES) is [H]/N=C/C/N=C\C#N. As for the relative energy (zero: lowest compared OMol25 entry of this formula, charge and spin): 60.1 kcal/mol. The charge is 0. For the HOMO-LUMO gap, the calculation gives 0.3854 hartree. For the highest occupied orbital energy, the calculation gives -10.11 eV.



3.
Computed, not measured: a cluster of 15 separate species, C19H70N24O15 in total at a distorted geometry, with ωB97M-V/def2-TZVPD.

Positions of all 128 atoms, in Å:
C: -1.10 -1.51 -4.92
C: -0.46 -2.62 -5.81
C: 1.05 -2.44 -5.93
O: 1.50 -1.17 -6.38
C: 2.89 -1.08 -6.21
N: -0.86 -3.91 -5.15
H: -2.18 -1.67 -4.91
H: -0.82 -0.48 -5.14
H: -0.64 -1.64 -3.94
H: -0.84 -2.68 -6.83
H: 1.51 -3.15 -6.61
H: 1.38 -2.52 -4.89
H: 3.15 -0.05 -6.43
H: 3.53 -1.66 -6.89
H: 3.18 -1.26 -5.18
H: -0.27 -4.54 -5.68
H: -0.66 -4.00 -4.17
C: 0.72 -0.76 0.72
C: -0.05 0.53 0.70
C: -1.52 0.52 0.59
O: -2.10 -0.11 -0.55
C: -2.05 0.59 -1.77
N: 0.32 1.14 1.93
H: 0.67 -1.23 -0.26
H: 0.37 -1.42 1.51
H: 1.79 -0.66 0.87
H: 0.41 1.08 -0.11
H: -2.08 1.45 0.59
H: -2.03 0.13 1.47
H: -2.54 0.01 -2.55
H: -1.01 0.87 -1.97
H: -2.58 1.54 -1.71
H: 1.33 1.15 1.98
H: 0.12 2.13 1.97
O: -5.05 0.62 -0.55
H: -4.86 1.40 -1.06
H: -4.22 0.14 -0.52
O: -0.60 -0.41 3.93
H: -0.05 0.06 3.30
H: -1.02 0.29 4.44
C: 2.70 -3.42 4.32
O: 3.88 -3.45 4.59
N: 2.04 -2.32 4.19
N: 1.98 -4.49 4.20
H: 1.07 -2.14 4.00
H: 2.55 -1.45 4.26
H: 2.54 -5.29 3.97
H: 1.06 -4.50 3.77
C: -2.38 -3.62 -1.01
O: -1.31 -3.82 -0.38
N: -3.01 -4.52 -1.66
N: -2.91 -2.48 -1.07
H: -3.83 -4.21 -2.15
H: -2.58 -5.42 -1.81
H: -2.49 -1.64 -0.70
H: -3.81 -2.30 -1.49
C: -3.53 1.89 3.69
O: -2.42 1.57 4.20
N: -4.07 1.36 2.58
N: -4.22 2.88 4.16
H: -4.96 1.74 2.31
H: -3.60 0.64 2.03
H: -3.79 3.16 5.03
H: -5.09 3.23 3.80
C: -3.10 -3.00 2.31
O: -3.76 -3.98 2.00
N: -1.81 -2.92 2.04
N: -3.56 -2.04 3.00
H: -1.17 -2.15 2.19
H: -1.55 -3.68 1.44
H: -4.44 -2.27 3.45
H: -2.95 -1.26 3.19
C: 2.53 3.96 1.96
O: 1.54 3.71 1.28
N: 2.50 4.25 3.23
N: 3.75 3.83 1.54
H: 3.30 4.46 3.81
H: 1.60 4.20 3.70
H: 3.99 3.68 0.57
H: 4.45 4.22 2.15
C: 3.60 -3.41 -1.01
O: 2.97 -2.52 -1.36
N: 4.06 -4.31 -1.79
N: 3.79 -3.80 0.16
H: 4.75 -4.97 -1.47
H: 3.73 -4.28 -2.74
H: 3.81 -3.25 1.01
H: 3.60 -4.80 0.17
C: -0.61 4.18 -1.48
O: -1.28 4.25 -2.49
N: -0.79 4.97 -0.46
N: 0.28 3.25 -1.29
H: -0.17 4.91 0.34
H: -1.64 5.50 -0.36
H: 0.61 2.75 -2.10
H: 0.81 3.21 -0.43
C: -0.10 3.71 5.10
O: 0.70 4.54 5.46
N: -0.41 2.62 5.72
N: -0.79 3.88 4.03
H: -0.06 2.55 6.66
H: -1.00 1.95 5.24
H: -0.52 4.57 3.35
H: -1.54 3.21 3.92
C: -3.84 2.34 -4.23
O: -4.52 1.57 -4.82
N: -2.53 2.36 -4.28
N: -4.25 3.23 -3.37
H: -1.97 2.83 -3.58
H: -2.07 1.74 -4.94
H: -3.55 3.83 -2.96
H: -5.23 3.49 -3.44
C: 4.33 0.40 2.98
O: 3.26 0.29 3.53
N: 5.34 1.06 3.47
N: 4.68 -0.24 1.95
H: 6.31 0.79 3.48
H: 5.11 1.54 4.34
H: 5.54 0.08 1.53
H: 3.93 -0.25 1.26
C: 1.79 0.56 -2.99
O: 1.29 1.51 -3.61
N: 2.55 0.69 -1.99
N: 1.62 -0.70 -3.18
H: 2.78 1.59 -1.58
H: 3.03 -0.16 -1.73
H: 1.01 -0.94 -3.95
H: 2.15 -1.37 -2.64

The charge is 0. For the HOMO-LUMO gap, the calculation gives 0.3067 hartree. For the highest occupied orbital energy, the calculation gives -8.59 eV.



4.
Computed, not measured: a structure of composition C36H44F6GeHfN6O6P at a distorted geometry, with ωB97M-V/def2-TZVPD.

Positions of all 101 atoms, in Å:
Hf: -1.43 -0.23 -0.10
N: -2.55 1.22 -1.51
C: -3.88 1.71 -1.11
C: -3.83 2.12 0.35
N: -3.05 1.15 1.15
C: -3.80 0.43 2.21
C: -4.25 -0.90 1.67
N: -3.05 -1.61 1.19
H: -2.60 0.81 -2.45
H: -1.92 2.01 -1.59
H: -4.20 2.55 -1.72
H: -4.60 0.90 -1.25
H: -3.37 3.11 0.43
H: -4.85 2.20 0.73
H: -2.31 1.66 1.62
H: -3.13 0.27 3.05
H: -4.65 1.02 2.57
H: -4.78 -1.46 2.44
H: -4.93 -0.76 0.83
H: -2.58 -2.02 1.99
H: -3.34 -2.40 0.62
C: 3.10 3.76 2.48
N: 1.73 3.39 2.14
N: 1.40 2.58 1.11
C: 0.00 2.55 1.01
O: -0.55 1.87 0.14
C: -0.51 3.38 2.03
C: 0.58 3.88 2.71
C: 0.62 4.78 3.88
C: 2.30 1.96 0.26
C: 2.10 2.10 -1.13
C: 3.01 1.54 -1.99
C: 4.12 0.84 -1.47
C: 4.29 0.69 -0.08
C: 3.38 1.22 0.79
H: 3.74 3.65 1.61
H: 3.49 3.14 3.29
H: 3.11 4.80 2.80
H: -1.54 3.63 2.24
H: -0.39 4.97 4.24
H: 1.07 5.74 3.63
H: 1.20 4.34 4.69
H: 1.25 2.66 -1.51
H: 2.89 1.65 -3.06
H: 4.84 0.42 -2.15
H: 5.13 0.14 0.30
H: 3.47 1.07 1.86
O: -0.77 -0.05 1.92
N: -0.04 -1.14 1.91
O: 0.91 -1.28 2.63
O: -0.45 -1.99 1.07
O: 0.92 -0.32 -0.08
C: 0.82 -0.54 -1.32
O: -0.26 -0.13 -1.87
C: 1.84 -1.39 -2.03
C: 1.35 -2.86 -1.99
Ge: 2.63 -4.38 -1.73
C: 2.89 -5.15 -3.52
C: 3.41 -4.33 -4.52
C: 3.69 -4.86 -5.78
C: 3.43 -6.20 -6.04
C: 2.89 -7.01 -5.05
C: 2.62 -6.49 -3.78
C: 1.73 -5.72 -0.62
C: 0.43 -6.08 -0.96
C: -0.28 -6.98 -0.17
C: 0.32 -7.53 0.96
C: 1.62 -7.18 1.29
C: 2.33 -6.28 0.51
C: 4.22 -3.69 -0.80
C: 4.07 -3.09 0.45
C: 5.19 -2.61 1.12
C: 6.45 -2.71 0.54
C: 6.60 -3.30 -0.70
C: 5.49 -3.80 -1.37
H: 2.79 -1.27 -1.51
H: 1.92 -1.07 -3.07
H: 0.73 -3.07 -2.85
H: 0.75 -3.03 -1.10
H: 3.59 -3.28 -4.33
H: 4.11 -4.22 -6.55
H: 3.63 -6.61 -7.02
H: 2.69 -8.06 -5.25
H: 2.21 -7.14 -3.02
H: -0.04 -5.67 -1.85
H: -1.29 -7.26 -0.44
H: -0.22 -8.24 1.57
H: 2.10 -7.62 2.17
H: 3.35 -6.02 0.77
H: 3.09 -3.02 0.91
H: 5.08 -2.18 2.12
H: 7.33 -2.35 1.08
H: 7.58 -3.39 -1.15
H: 5.61 -4.28 -2.33
F: -1.63 -2.15 -1.10
P: -2.96 -2.38 -2.25
F: -2.13 -3.49 -2.96
F: -3.56 -3.41 -1.19
F: -3.62 -1.13 -1.30
F: -4.22 -2.44 -3.17
F: -2.29 -1.23 -3.14

Its multiplicity is 2. As for the relative energy (zero: lowest compared OMol25 entry of this formula, charge and spin): 25.7 kcal/mol. The charge is +2. For the HOMO-LUMO gap (alpha / beta), the calculation gives 0.2319 / 0.0908 hartree. For the highest occupied orbital energy (alpha / beta), the calculation gives -12.40 / -12.39 eV.



> Which formula does entry 2 have?

C4H5N3



> The highest charge belongs to which entry?

C36H44F6GeHfN6O6P



> What is the charge in the second record?

0